Record 1
# C24H20ClF3O3PPtS

A molecular structure, C24H20ClF3O3PPtS (wB97M-V/def2-TZVPD, the Open Molecules 2025 dataset).

XYZ file:
```
54
Properties=species:S:1:pos:R:3:lowdin_spin:R:1
C 3.28994 1.54097 -0.01368 0.181
C 2.11603 2.23635 -0.45988 0.235
C 1.41365 2.72004 0.70675 0.253
H 1.85912 2.41171 -1.49354 0.007
C 2.18424 2.36659 1.86636 0.273
C 3.34250 1.61886 1.42868 0.303
H 4.15594 1.28550 2.04476 0.010
H 4.07807 1.15282 -0.64659 0.005
H 0.49970 3.30004 0.70798 0.007
H 1.97174 2.63408 2.89556 0.005
Pt 1.48408 0.29176 0.84915 1.478
Cl 0.91353 -0.33517 3.06420 0.573
P -0.59308 -0.02496 -0.01940 0.176
C -1.78624 1.19872 0.61233 0.018
C -2.76531 1.79828 -0.19802 0.010
H -2.79425 1.59623 -1.26994 0.000
C -3.71117 2.66036 0.36245 0.000
H -4.46748 3.11841 -0.27574 0.000
C -3.69785 2.93306 1.73670 0.010
H -4.44326 3.59810 2.17379 0.001
C -2.72519 2.33900 2.54575 -0.001
H -2.70419 2.53711 3.61950 0.000
C -1.77828 1.48541 1.98800 0.008
H -1.02258 1.02464 2.62686 0.001
C -0.66004 0.13398 -1.83341 0.042
C -0.43190 1.38140 -2.44283 0.027
H -0.28586 2.27404 -1.82919 0.000
C -0.39376 1.49301 -3.83492 -0.002
H -0.19592 2.46297 -4.29528 -0.001
C -0.61303 0.36759 -4.63848 0.034
H -0.59653 0.45781 -5.72596 0.002
C -0.85415 -0.87318 -4.03904 0.001
H -1.03066 -1.75394 -4.65885 0.000
C -0.86080 -0.99607 -2.64836 0.024
H -1.02709 -1.97133 -2.18913 0.001
C -1.37693 -1.62135 0.33464 0.035
C -2.77400 -1.74476 0.37838 0.011
H -3.40720 -0.86505 0.25685 0.000
C -3.36008 -2.99560 0.59111 0.002
H -4.44522 -3.08421 0.61999 0.000
C -2.55480 -4.12573 0.77403 0.004
H -3.01501 -5.10221 0.93900 0.000
C -1.16487 -4.00005 0.74968 0.000
H -0.53018 -4.87604 0.88959 0.000
C -0.57128 -2.75315 0.54575 0.006
H 0.51324 -2.65044 0.57064 0.001
F 6.10614 -2.38550 1.34445 0.001
C 5.12202 -1.49047 1.16775 0.001
F 4.84239 -0.89552 2.35652 0.001
F 5.55760 -0.53395 0.30604 0.000
S 3.53728 -2.28168 0.49639 0.007
O 3.98713 -3.26699 -0.46346 0.035
O 2.75245 -2.69834 1.64551 0.003
O 2.91139 -1.09319 -0.21948 0.210
```

charge = +1
gap between HOMO and LUMO (alpha / beta) = 8.6077 / 4.5478 eV
calculated total energy = -75389.8003 eV
2S+1 = 5
expectation value of S² = 6.0197
E_LUMO (alpha / beta) = -0.094 / -0.288 Ha

=====

Record 2
# C24H20ClI2N5ORuS

A molecular structure, C24H20ClI2N5ORuS (wB97M-V/def2-TZVPD, the Open Molecules 2025 dataset).

XYZ file:
```
55
Properties=species:S:1:pos:R:3:lowdin_spin:R:1
Ru 0.00000 0.00000 0.00000 1.056
C 1.74030 2.30620 1.63950 0.024
C 0.93100 1.03570 1.67130 0.113
N 1.34980 -0.12060 1.27010 0.261
N 2.56570 -0.07930 0.57660 0.041
C 2.59940 -0.32360 -0.71250 0.020
N 3.79030 -0.32500 -1.36740 0.000
S 1.30800 -0.74360 -1.78610 0.101
C -0.45510 1.11430 2.15860 0.209
C -0.75500 1.60250 3.42300 0.017
C -2.09250 1.61700 3.81110 0.222
C -3.06480 1.15080 2.92850 0.079
C -2.66060 0.68400 1.68660 0.134
N -1.37820 0.65890 1.28240 0.379
H 2.04320 2.53180 0.61360 0.005
H 2.63160 2.17980 2.26170 0.006
H 1.16940 3.15700 2.02150 0.001
H 4.50860 -0.69310 -0.76420 0.000
H 3.64480 -0.86110 -2.21550 0.001
H 0.02840 1.93400 4.09310 -0.003
H -2.37410 1.97630 4.79590 0.017
H -4.11370 1.14210 3.20130 0.002
H -3.37410 0.30380 0.96150 0.019
I -2.01380 -3.54430 -3.48690 0.011
C -1.95600 -1.40710 -3.38690 0.050
C -2.57310 -0.75310 -4.45540 0.022
C -2.59090 0.63410 -4.48620 0.056
I -3.55420 1.50240 -6.15410 0.002
C -1.99260 1.38310 -3.45010 0.019
C -1.96440 2.79920 -3.40130 0.226
C -1.35620 3.46740 -2.34820 0.067
C -0.78550 2.70270 -1.36000 0.143
N -0.78780 1.35930 -1.36410 0.207
C -1.37180 0.68640 -2.37520 0.053
C -1.33350 -0.72510 -2.30890 0.058
O -0.76590 -1.32130 -1.32610 0.171
H -3.03180 -1.33240 -5.24950 0.000
H -2.41590 3.39940 -4.18310 0.015
H -1.32990 4.54800 -2.30270 0.000
H -0.29170 3.15130 -0.50510 0.011
Cl -3.53230 -2.92330 0.73470 0.028
C -2.61260 -3.08650 2.19210 0.097
C -3.09050 -3.98500 3.15350 -0.015
C -2.39440 -4.17350 4.34680 0.103
C -1.22080 -3.46310 4.58220 -0.010
C -0.74020 -2.56760 3.62250 0.095
C -1.42670 -2.36680 2.41700 0.058
C -0.83690 -1.44900 1.44900 0.565
H -4.00450 -4.54520 2.97370 -0.003
H -2.76700 -4.87420 5.08950 0.007
H -0.67480 -3.60680 5.51170 -0.003
H 0.18220 -2.02680 3.82810 0.004
H -1.24350 -1.33100 0.42580 0.036
H 0.26530 -1.32410 1.39620 0.037
H -1.82770 0.00000 0.00000 0.183
```

charge = -1
gap between HOMO and LUMO (alpha / beta) = 4.4996 / 5.5066 eV
calculated total energy = -76840.0011 eV
2S+1 = 6
expectation value of S² = 8.8604
E_LUMO (alpha / beta) = 0.086 / 0.046 Ha